34
Properties=species:S:1:pos:R:3 method="wB97M-V/def2-TZVPD" lumo_ev="-8.1 / -9.9" total_energy_ev=-116896.7957 spin_multiplicity=4 charge=+2 homo_energy_ev="-14.6 / -14.6" orbital_gap_ev="6.45 / 4.66"
Se -0.6097 -0.7119 -0.7168
V -0.1023 -0.4159 -3.2912
O -0.2107 -3.4886 -3.9508
O 2.8221 -0.7037 -2.3480
O -3.2098 -0.3251 -3.1934
O -0.0535 2.0969 -1.5316
N 1.2761 -0.3758 1.6869
N -0.7754 0.2018 2.1611
C -0.1515 -2.3399 -3.8854
C 2.2527 0.3682 3.9371
C 1.8162 -0.5423 -2.9184
C 1.2467 0.0637 3.0465
C -0.1260 0.1374 -5.2678
C -0.0386 0.4842 3.3410
C 1.9219 0.9645 5.1620
C -0.0376 1.3738 -2.4391
C -2.0744 -0.2765 -3.4721
C -0.1980 -1.2545 -5.3460
C -0.4620 1.1638 4.5116
C 0.0220 -0.2239 1.1174
C -2.2330 0.1670 2.1567
C 0.5970 1.3725 5.4428
H 2.6594 1.1307 5.9459
H -1.1305 -1.7267 -5.7776
H 0.3816 1.8653 6.3826
H 3.2450 0.0985 3.6635
H -2.6173 0.8222 1.3761
H 0.8236 0.6630 -5.5418
H -2.5698 0.5298 3.1398
H -2.7316 -0.8005 1.9482
H 2.0819 -0.8660 1.3364
H -1.4913 1.6217 4.6209
H -1.0166 0.7515 -5.5661
H 0.6933 -1.8254 -5.7305

24
Properties=species:S:1:pos:R:3 method="wB97M-V/def2-TZVPD" lumo_ev=0.1 total_energy_ev=-32473.0754 homo_energy_ev=-9.2 smiles=CN[Si](I)(I)NC(C)(C)C orbital_gap_ev=9.32
I 3.6582 2.5959 -1.3358
I 1.1795 -0.1665 -3.5732
Si 2.1050 0.5174 -1.3255
N 0.6364 1.1677 -0.4075
N 3.2317 -0.4761 -0.6009
C -0.7745 -0.4357 0.9788
C 2.8285 -1.8605 -0.3702
C -1.4197 0.1450 -1.4020
C -0.6885 0.6272 -0.1798
C -1.5164 1.9296 0.4412
H -2.1201 2.3819 -0.4654
H -0.5340 -1.4021 0.5056
H -2.0764 1.5169 1.3022
H 2.0118 -1.7799 0.3881
H 2.7249 -2.3749 -1.3103
H 1.1067 1.6292 0.3914
H 4.2112 -0.3633 -0.9243
H -2.5066 0.0460 -1.2620
H -0.7232 2.5684 0.8047
H -1.2311 -0.9157 -1.5591
H -1.8132 -0.3682 1.3724
H -1.1834 0.5810 -2.3687
H -0.0082 -0.0378 1.6075
H 3.5881 -2.4093 0.3796

47
Properties=species:S:1:pos:R:3 method="wB97M-V/def2-TZVPD" lumo_ev=0.6 total_energy_ev=-37978.1085 homo_energy_ev=-8.7 smiles="CCOC(=O)N1CCC(NC(=O)c2csc3c2CCCC3)CC1" orbital_gap_ev=9.30
S -5.6597 -1.3967 1.0209
O -1.9981 -2.6121 -1.6067
O 4.7424 -0.5800 1.7580
O 5.0795 -0.1000 -0.4330
N 3.0131 -0.5401 0.2967
N -0.9840 -1.2417 -0.1225
C -5.7785 1.4106 0.6963
C 2.0651 -1.0376 1.2732
C 1.0449 -0.2920 -1.1082
C -3.3596 -1.3424 -0.1166
C 6.4615 0.1241 -0.1624
C -3.0952 1.1929 -0.6665
C -2.0723 -1.8055 -0.7047
C -5.0328 0.1350 0.5034
C 0.3697 -1.5471 -0.5317
C -3.8055 0.0138 -0.0727
C 2.5611 -0.4251 -1.0766
C 6.7141 1.5363 0.3461
C 1.1946 -2.1153 0.6375
C -5.2004 2.4845 -0.2267
C -4.2650 -2.2020 0.4225
C 4.3156 -0.4226 0.6374
C -3.6775 2.4991 -0.1271
H 6.8023 -0.6076 0.5772
H -2.0236 1.1451 -0.4637
H 6.2127 1.6775 1.3003
H 0.2635 -2.3060 -1.3134
H -6.8411 1.2607 0.4941
H 3.0319 0.4533 -1.5252
H -5.4899 2.2716 -1.2575
H 0.7537 0.5815 -0.5204
H 0.7120 -0.1301 -2.1332
H -3.3886 2.6234 0.9192
H 6.3369 2.2673 -0.3654
H 1.8408 -2.9151 0.2747
H -3.2719 3.3408 -0.6910
H 1.4470 -0.2132 1.6501
H 2.6413 -1.4361 2.1111
H 7.7808 1.6895 0.4822
H -1.1090 -0.6260 0.6656
H -3.2160 1.1572 -1.7543
H 6.9649 -0.0478 -1.1163
H 2.8718 -1.3041 -1.6560
H 0.5253 -2.5428 1.3848
H -5.6073 3.4596 0.0452
H -4.1823 -3.2661 0.5151
H -5.6885 1.7312 1.7401

61
Properties=species:S:1:pos:R:3 method="wB97M-V/def2-TZVPD" lumo_ev="-3.9 / -4.3" total_energy_ev=-49264.6977 spin_multiplicity=4 charge=+1 homo_energy_ev="-10.9 / -11.4" orbital_gap_ev="6.99 / 7.12"
Re -0.3042 0.1285 0.6852
I -1.1387 -1.4774 2.7412
O -0.2325 1.1977 -0.9370
O -2.8224 -2.4973 -3.7971
N -0.8799 1.7426 -4.3656
N -0.5668 -1.5827 -0.4689
N -5.0141 7.0959 2.8255
C -0.6184 2.0250 1.7175
C 0.5954 1.6431 1.8488
C -2.9161 2.8436 2.0431
C 3.4808 -1.9235 2.6478
C -1.9706 5.4459 2.3305
C -3.3339 5.1765 2.4187
C -1.2669 0.5134 -4.7656
C -1.3151 -0.5818 -3.9486
C -0.4247 -2.8785 0.1296
C -0.1440 -5.4148 1.2925
C -1.5481 3.1072 1.9711
C -0.9277 -1.5546 -1.7243
C 1.7810 0.9731 1.8285
C 3.7108 -0.8698 1.5557
C 3.7307 -1.5369 0.1782
C -0.6645 -3.0925 1.4898
C 2.6066 0.1000 1.6187
C -0.5587 0.8725 -2.1704
C -0.9449 -0.4036 -2.5811
C -1.7289 -1.9192 -4.5008
C -1.0786 4.4132 2.1105
C -3.8084 3.8724 2.2778
C 0.1467 -5.2194 -0.0473
C 5.0333 -0.1272 1.8019
C -4.2644 6.2449 2.6462
C -0.5311 1.9380 -3.1206
C -0.1128 3.3055 -2.6825
C 0.0184 -3.9651 -0.6208
C -0.5396 -4.3402 2.0751
H -0.0427 -6.3933 1.7406
H -0.7399 -4.4766 3.1288
H 2.5440 -2.4610 2.4807
H 5.0354 0.3581 2.7772
H -1.2400 -2.4902 -2.1715
H 4.5579 -2.2467 0.1374
H -0.7889 3.6941 -1.9206
H 5.2023 0.6295 1.0365
H 2.8020 -2.0786 -0.0075
H -1.5422 0.4275 -5.8102
H 0.2953 -3.8222 -1.6561
H -3.2820 1.8334 1.9123
H -1.6147 6.4612 2.4385
H 5.8562 -0.8424 1.7701
H -0.0187 4.6135 2.0446
H 0.4918 -6.0453 -0.6537
H 3.4507 -1.4677 3.6370
H -4.8690 3.6749 2.3441
H -0.9140 -2.6426 -4.4193
H -1.9479 -1.8129 -5.5653
H -3.6131 -1.9760 -3.9748
H 3.8680 -0.8012 -0.6153
H 4.2966 -2.6478 2.6258
H 0.8872 3.2883 -2.2405
H -0.1219 3.9693 -3.5422

11
Properties=species:S:1:pos:R:3 method="wB97M-V/def2-TZVPD" lumo_ev=-1.7 total_energy_ev=-5275.0947 homo_energy_ev=-9.5 orbital_gap_ev=7.80
C -2.8397 -0.1176 0.3047
C 3.2502 -0.3317 -0.2678
C 1.9663 -0.0061 -0.0929
C 0.9012 0.3491 0.5054
C -1.7530 -0.2136 -0.4408
H 3.4838 -1.3708 0.0254
H -0.7354 0.0303 0.0330
H -3.8388 -0.2569 -0.3143
H 4.0898 0.2970 -0.6007
H -1.7215 -0.3311 -1.4763
H -3.0998 -0.3150 1.3901

103
Properties=species:S:1:pos:R:3 method="wB97M-V/def2-TZVPD" lumo_ev=-7.0 total_energy_ev=-178276.1367 charge=+2 homo_energy_ev=-14.2 orbital_gap_ev=7.22
Cl -3.8892 4.0532 2.2883
Cl -1.0990 -2.1269 -6.1395
Cl 1.8928 -4.2404 -3.7837
Cl -2.3673 0.1147 2.4410
Cl 6.8597 -1.2189 0.0980
Cl 5.1111 -4.0617 -0.9796
S 1.0274 0.3517 0.2570
F -5.9875 -1.9687 4.0593
F -1.0217 -1.0349 -0.7715
F -5.2731 0.0156 4.0401
F 0.1567 -3.3172 7.5931
F 2.2213 0.5432 -4.0341
F 3.0007 2.4924 -4.6574
F -1.2896 -4.7953 6.8634
F 0.7840 -2.1450 -0.7423
F -1.9005 -2.8321 7.3687
F 0.5883 4.7440 -2.6432
F 0.4906 -0.6087 -2.2536
F 2.2777 2.1992 -2.6741
F -1.0938 6.0971 -2.6297
F -7.3972 -0.3173 3.8616
F -0.8722 4.6450 -4.3073
O -5.7300 -1.8515 1.3729
O -0.3157 -1.7759 5.1052
O -2.1656 2.8655 -2.8073
O 2.4484 0.4331 0.0082
O 5.2474 1.2232 -4.1241
O 0.4465 1.6637 -0.0699
O -1.6289 4.0293 -0.9140
O -0.9090 -3.8636 4.4929
O -6.2229 0.3442 1.3408
O 0.6810 -0.1761 1.6337
O 4.5151 0.7853 -1.9972
N 0.2357 0.8347 4.0684
N 4.4599 1.8043 0.8533
N 0.6792 4.0047 1.1822
C 2.9272 1.6085 -3.6367
C -0.6644 -2.9652 5.3572
C -2.8401 2.7448 2.8060
C -6.1073 -0.7326 1.9772
C 0.2811 -0.9543 -0.9635
C -1.5301 3.8650 -2.0963
C -5.5194 -1.9549 0.0201
C 5.3372 -1.8875 0.6887
C -4.2690 2.4709 -1.5322
C -0.9459 -3.4981 6.8535
C 0.9102 -3.7255 -5.1474
C -2.0670 -4.1201 2.4191
C 4.4198 -2.5785 -0.3921
C 6.5367 0.7907 -3.7948
C 7.4953 1.0395 -4.9985
C 4.3069 1.1454 -3.1735
C -0.0252 -2.6218 -4.6936
C -2.8674 1.6424 1.7248
C -6.1968 -0.7842 3.5098
C -0.7399 -3.6510 3.0502
C -2.9493 1.8905 -2.1017
C -0.7313 4.8564 -2.9930
C -4.2656 -1.2365 -0.4260
H -2.3551 1.4129 -1.3226
H -2.2365 -5.1960 2.4608
H -3.8690 1.3988 1.3706
H -0.7633 0.6905 4.0318
H 5.0590 1.5132 1.6125
H 4.9165 2.1873 0.0378
H -1.7997 3.0637 2.8685
H 4.7281 -1.0519 1.0336
H -6.3790 -1.5653 -0.5251
H 0.4206 3.1909 0.6429
H 0.5209 0.4681 3.1715
H 0.1138 -4.1974 2.6492
H -4.4640 -0.1647 -0.4254
H -4.1798 3.0111 -0.5897
H -3.3278 2.3641 3.7035
H 1.6113 -3.3883 -5.9109
H 6.4121 -0.2456 -3.4808
H 0.5177 -1.7516 -4.3248
H 1.6878 3.9833 1.2309
H 4.3025 -1.9403 -1.2680
H -2.8992 -3.6778 2.9668
H -4.6748 3.2600 -2.1653
H -3.3431 -1.5701 0.0491
H -0.6087 -2.6059 2.7696
H 5.5815 -2.5921 1.4836
H 7.2054 0.4400 -5.8615
H 0.4886 1.8084 4.1577
H 0.5266 0.1834 4.7834
H 6.8844 1.3338 -2.9160
H -2.2471 1.8444 0.8516
H 0.4826 3.8500 2.1608
H 8.5455 0.8501 -4.7763
H -5.0264 1.6931 -1.4352
H 0.4504 -4.6855 -5.3822
H -2.1924 -3.7656 1.3960
H 3.9617 2.5953 1.2358
H -5.4113 -3.0146 -0.2110
H 7.3239 2.0608 -5.3386
H -0.6670 -2.9723 -3.8853
H -4.1322 -1.4099 -1.4939
H 0.4102 4.9391 0.9091
H -3.1927 1.0893 -2.7995
H 3.7343 1.1223 0.6844
H 3.4274 -2.8121 -0.0064